1.
20
Properties=species:S:1:pos:R:3:forces:R:3:lowdin_charge:R:1 method="wB97M-V/def2-TZVPD" e_homo_ev=-13.516 spin_multiplicity=1 smiles="C=[S@@](=O)([O-])C[C@H]1C=[NH+]C(=[NH2+])O1" largest_force_ha_per_bohr=0.10324 charge=+1 mol_weight_g_mol=177.21 relative_energy_kcal_mol=24.90
C -0.4257 1.5310 0.3878 -1.7 1.5 -1.3 -0.46
C 1.4156 -0.8758 -1.0253 0.2 0.5 2.8 -0.05
C -0.7059 -1.6704 0.3834 -2.7 -0.6 2.4 -0.17
C 1.1247 0.0352 0.8156 2.3 -2.8 -3.8 -0.05
C -0.2320 -0.4930 1.1974 1.5 -1.9 2.0 -0.32
N 0.8678 1.3378 0.3569 1.0 2.2 0.7 0.15
N -1.1713 2.4820 -0.1222 -2.3 -0.6 0.9 0.28
O -0.9459 -0.0032 -1.6300 0.0 -0.2 0.4 -0.29
O -0.4566 -2.3974 -2.1276 0.0 0.6 0.8 -0.28
O -1.0808 0.5766 0.9289 -1.7 -0.1 1.1 0.10
S -0.3094 -1.2506 -1.2654 0.6 -0.7 -2.9 0.64
H 1.7718 0.0601 -1.4793 -0.3 -0.8 -0.4 0.08
H 2.0605 -1.8069 -1.1289 -0.8 1.4 0.4 0.11
H -0.2607 -2.6621 0.6574 -0.2 1.0 -0.2 0.15
H -1.8704 -1.6802 0.7166 2.5 -0.4 -1.7 0.20
H 2.0549 -0.2302 1.3399 -0.8 0.6 0.1 0.16
H -0.2295 -0.7640 2.2757 -0.4 0.4 -0.5 0.18
H 1.4744 2.1630 0.2617 0.1 -1.1 -0.1 0.21
H -0.8525 3.3436 -0.4908 0.4 0.6 -0.4 0.14
H -2.2290 2.3047 -0.0520 2.4 0.6 -0.2 0.21

2.
22
Properties=species:S:1:pos:R:3:forces:R:3:lowdin_charge:R:1 method="wB97M-V/def2-TZVPD" e_homo_ev=-9.918 spin_multiplicity=1 smiles="C=C(C)C(=O)N/C(O)=N/[P@@](=O)(O)S" largest_force_ha_per_bohr=0.04922 mol_weight_g_mol=224.18 relative_energy_kcal_mol=31.76
C -0.6641 0.1791 2.0230 -0.2 -1.8 -1.2 -0.39
C -0.3456 -1.5359 -0.1280 -0.5 1.9 0.1 -0.52
C -0.2171 1.5025 1.6201 2.3 -0.4 -1.0 -0.30
C -0.9085 2.6674 2.2671 -0.1 0.6 0.1 -0.06
C 0.9868 1.5439 0.9778 -1.0 0.5 1.4 0.09
N -0.6072 -1.0440 1.1542 -1.0 -1.0 1.0 0.18
N 0.1844 -0.7601 -1.0245 0.9 -0.2 -1.7 -0.04
O -1.1355 -0.0388 3.1016 -0.3 0.0 0.3 0.11
O -0.7741 -2.7392 -0.4148 -0.1 0.1 0.1 0.09
O 0.3911 -0.0417 -3.4986 -1.3 1.3 1.2 -0.24
O -0.4240 -2.5542 -2.9694 0.5 1.4 0.4 -0.33
P 0.4325 -1.3692 -2.5907 0.6 0.7 0.9 0.26
S 2.5065 -1.8172 -2.7507 -0.4 0.2 0.9 0.53
H -0.2016 3.0370 3.0581 -0.8 0.1 -0.8 0.10
H -1.8612 2.3632 2.8415 1.3 0.6 -1.4 0.11
H -1.0060 3.4215 1.4045 -0.4 -0.7 1.8 0.11
H 1.5405 2.4902 0.8866 -0.4 -0.4 -0.2 0.08
H 2.4374 -2.2826 -3.9841 -0.2 -0.2 -0.5 -0.19
H 1.5420 0.6285 0.7875 -0.3 0.2 -0.4 0.06
H -1.2122 -1.6855 1.7012 0.9 0.2 -0.6 0.15
H 0.0511 0.7874 -3.0019 0.7 -2.2 -1.0 0.13
H -0.7153 -2.7522 -1.4604 -0.3 -1.0 0.9 0.07

3.
18
Properties=species:S:1:pos:R:3:forces:R:3:lowdin_charge:R:1 method="wB97M-V/def2-TZVPD" e_homo_ev=-7.717 spin_multiplicity=1 smiles="NC(=O)[C@@H]1CC=CN1P" largest_force_ha_per_bohr=0.08055 mol_weight_g_mol=144.11 relative_energy_kcal_mol=16.34
C -0.2276 1.5707 -1.4644 0.3 -0.7 1.2 -0.06
C -1.3211 0.8050 -1.2781 -0.1 1.5 0.2 -0.19
C 0.4633 -0.3588 1.3727 -0.2 0.8 -1.0 -0.48
C 0.9993 0.8192 -0.8222 -4.1 0.4 -0.6 -0.10
C 0.3208 -0.4013 -0.1404 -0.2 1.2 -0.1 -0.25
N -1.0816 -0.2876 -0.4675 0.3 -0.1 -1.3 -0.42
N 1.7678 -0.5907 1.7769 -1.6 0.4 3.4 0.16
O -0.5198 -0.0562 2.0188 1.4 -0.5 0.8 0.06
P -2.3791 -1.3127 -0.2320 -1.1 0.4 0.4 0.87
H -0.0155 2.5588 -1.8375 -0.7 -0.1 -0.4 0.08
H -2.4120 0.9001 -1.5014 1.3 0.5 -0.3 0.10
H 1.5724 0.7051 -1.6828 1.8 -1.2 -0.9 0.09
H 1.4606 1.3416 -0.0694 1.4 1.8 1.4 0.07
H 0.8465 -1.2028 -0.5600 0.1 -2.1 -0.4 0.13
H 2.4762 -0.3214 1.1699 1.2 0.3 -1.6 0.06
H 1.9822 -0.2286 2.7306 -0.4 -0.7 -1.0 0.13
H -2.2533 -1.5089 1.1267 -0.7 0.7 1.3 -0.12
H -1.6791 -2.4314 -0.1399 1.2 -2.6 -1.0 -0.14